(1)
The following is a quantum chemistry calculation of a cluster of 2 separate species, C5H14 in total in a non-equilibrium geometry, from the OMol25 dataset.

The geometry in XYZ format:
```
19
Properties=species:S:1:pos:R:3:nbo_charge:R:1
C -1.72 1.05 -1.42 -0.603
C -0.89 -0.21 -1.23 -0.405
C -1.59 -1.48 -1.71 -0.609
H -2.31 1.42 -0.59 0.204
H -2.33 0.89 -2.31 0.196
H -1.08 1.89 -1.71 0.203
H -0.07 -0.06 -1.93 0.195
H -0.58 -0.20 -0.19 0.204
H -2.38 -1.24 -2.42 0.202
H -0.82 -2.13 -2.14 0.208
H -2.11 -2.03 -0.92 0.203
C 2.39 0.91 2.02 -0.608
C 1.56 -0.36 2.11 -0.605
H 3.38 0.77 2.47 0.202
H 2.66 1.13 1.02 0.203
H 1.91 1.76 2.49 0.204
H 2.04 -1.19 1.58 0.204
H 1.40 -0.67 3.14 0.201
H 0.54 -0.26 1.74 0.199
```

As for the energy relative to the best compared isomer or geometry (same formula, charge and spin): 10.66 kcal/mol. As for the SMILES: CCC.CC. The calculation puts the orbital gap at 12.4 eV. The value obtained for the LUMO energy is 1.08 eV.

---

(2)
The following is a quantum chemistry calculation of a cluster of 13 separate species, H26O13 in total in a non-equilibrium geometry, from the OMol25 dataset.

The geometry in XYZ format:
```
39
Properties=species:S:1:pos:R:3:nbo_charge:R:1
O 2.51 -1.82 -1.52 -0.952
H 2.61 -1.85 -2.46 0.469
H 2.52 -0.91 -1.26 0.491
O 1.28 2.76 1.05 -0.987
H 1.91 3.48 1.13 0.483
H 0.55 3.21 0.61 0.497
O 1.93 0.79 3.19 -0.935
H 1.92 1.29 2.35 0.475
H 1.08 0.38 3.05 0.458
O -0.88 4.11 -0.29 -0.944
H -0.61 4.44 -1.15 0.473
H -0.90 3.21 -0.51 0.477
O -0.13 -0.40 0.52 -1.016
H -0.51 0.44 0.21 0.489
H -0.27 -0.97 -0.29 0.510
O -2.49 -1.79 1.95 -0.959
H -1.64 -1.66 2.39 0.465
H -2.69 -0.91 1.59 0.478
O 2.00 -2.02 1.89 -0.952
H 1.30 -1.33 1.86 0.479
H 2.74 -1.46 2.02 0.480
O -2.46 -0.52 -2.50 -0.957
H -2.44 -0.83 -1.62 0.490
H -3.35 -0.52 -2.73 0.477
O -3.18 0.55 0.59 -0.943
H -2.80 1.39 0.45 0.477
H -3.78 0.80 1.34 0.483
O -0.94 1.60 -1.44 -1.009
H -0.04 1.74 -1.73 0.506
H -1.47 1.22 -2.09 0.513
O 1.80 0.87 -0.98 -0.999
H 1.27 0.33 -0.39 0.484
H 2.11 1.41 -0.23 0.493
O -0.17 -1.98 -1.80 -0.976
H -0.12 -1.36 -2.51 0.479
H 0.71 -2.28 -1.60 0.511
O 1.03 -4.15 0.19 -0.965
H 1.44 -3.49 0.77 0.496
H 0.17 -3.78 -0.06 0.461
```

As for the energy relative to the best compared isomer or geometry (same formula, charge and spin): 37.17 kcal/mol. The calculation puts the orbital gap at 10.0 eV. The value obtained for the LUMO energy is -0.27 eV.